{"formula": "C5H11N2O", "method": "wB97M-V/def2-TZVPD", "charge": 1, "smiles": "C=CC[C@H]([NH3+])C(N)=O", "homo_energy_ev": -14.2, "de_lowest_kcal_mol": 36.3, "e_tot_ev": -10384.033, "lumo_ev": -3.33, "homo_lumo_gap_ev": 10.896, "symbols": ["N", "C", "C", "C", "C", "C", "N", "O", "H", "H", "H", "H", "H", "H", "H", "H", "H", "H", "H"], "xyz": [[-0.02, 0.05, 1.57], [0.77, -0.17, 0.29], [-0.10, -0.58, -0.90], [-1.42, -1.23, -0.54], [-2.52, -0.62, -0.09], [1.58, 1.15, 0.14], [2.09, 1.38, -1.08], [1.79, 1.79, 1.15], [-0.58, 0.91, 1.65], [0.58, 0.04, 2.39], [-0.73, -0.69, 1.59], [1.44, -0.93, 0.69], [0.50, -1.36, -1.37], [-0.24, 0.25, -1.60], [-1.52, -2.28, -0.74], [-2.71, 0.42, 0.16], [-3.45, -1.13, -0.31], [1.99, 0.74, -1.84], [2.56, 2.27, -1.16]], "mulliken_charge": [-0.3254, 0.0276, -0.4642, -0.6233, -0.7742, 0.4650, -0.3340, -0.5983, 0.3223, 0.3809, 0.3666, 0.2939, 0.3999, 0.4954, 0.3215, 0.2644, 0.2940, 0.2119, 0.2760]}


{"formula": "C5H11N2O", "method": "wB97M-V/def2-TZVPD", "charge": 1, "homo_energy_ev": -14.3, "de_lowest_kcal_mol": 84.7, "e_tot_ev": -10381.932, "lumo_ev": -5.15, "homo_lumo_gap_ev": 9.112, "symbols": ["C", "C", "C", "C", "C", "N", "N", "O", "H", "H", "H", "H", "H", "H", "H", "H", "H", "H", "H"], "xyz": [[-1.87, 0.83, 0.11], [-0.47, -0.97, -0.49], [0.70, -0.11, -0.12], [1.63, -0.64, 0.93], [1.12, 1.00, -0.96], [-1.06, 0.99, 1.09], [-1.67, -0.10, -0.70], [-0.73, -2.01, 0.43], [-2.81, 1.33, -0.07], [-0.05, -1.48, -1.40], [1.22, -1.02, 1.75], [2.47, 0.14, 1.16], [2.04, -1.57, 0.40], [0.19, 1.36, -1.36], [1.70, 0.50, -1.74], [1.84, 1.63, -0.63], [-1.08, 1.81, 1.68], [-2.39, -0.11, -1.40], [-0.78, -1.60, 1.31]], "mulliken_charge": [-0.1530, -0.0277, 0.9577, -1.2197, -1.4613, -0.4713, -0.0552, -0.5132, 0.4003, 0.4048, 0.3753, 0.3493, 0.3602, 0.3315, 0.4013, 0.4989, 0.2118, 0.2342, 0.3761]}


{"formula": "C5H11N2O", "method": "wB97M-V/def2-TZVPD", "charge": 1, "homo_energy_ev": [-11.5, -11.3], "de_lowest_kcal_mol": 109.6, "e_tot_ev": -10380.855, "lumo_ev": [-3.97, -3.93], "homo_lumo_gap_ev": [7.518, 7.355], "symbols": ["C", "C", "C", "C", "C", "N", "N", "O", "H", "H", "H", "H", "H", "H", "H", "H", "H", "H", "H"], "xyz": [[0.32, -0.52, 0.19], [1.29, 1.60, -0.23], [-1.68, 0.60, -0.56], [-1.80, -1.29, 0.77], [2.73, -0.24, -0.04], [-1.01, -0.36, -0.03], [1.33, 0.25, -0.07], [-2.99, 0.61, -0.39], [0.63, -1.45, 0.67], [2.24, 2.16, -0.22], [0.46, 2.22, -0.38], [-1.27, 1.30, -1.29], [-1.47, -1.39, 1.75], [-2.80, -0.90, 0.85], [-1.75, -2.17, 0.23], [2.71, -1.31, -0.06], [3.28, -0.16, 0.84], [3.23, -0.04, -0.96], [-3.45, 1.10, -1.07]], "mulliken_charge": [0.0435, -0.5250, 0.1008, -1.2471, -1.1452, 0.0370, 0.0570, -0.4652, 0.3514, 0.2882, 0.2125, 0.3521, 0.4434, 0.3493, 0.4719, 0.4285, 0.4108, 0.4301, 0.4059]}